1.
# C2H14O5

A 5-piece molecular cluster, C2H14O5 overall in a non-equilibrium geometry (ωB97M-V/def2-TZVPD, the Open Molecules 2025 dataset).

Structure (XYZ):
```
21
Properties=species:S:1:pos:R:3:forces:R:3
C -14.650 -12.336 -26.585 -0.3 -1.0 -0.4
C -15.085 -12.138 -28.030 2.0 -1.8 0.2
O -15.875 -11.026 -28.087 -0.7 1.7 -0.8
H -13.980 -13.190 -26.486 -0.2 -0.2 0.1
H -15.590 -12.522 -26.066 0.3 0.0 0.8
H -14.108 -11.479 -26.186 -0.3 0.2 -0.2
H -15.578 -12.980 -28.517 -0.4 -0.6 0.7
H -14.158 -12.156 -28.603 0.0 1.3 -0.5
H -16.468 -11.137 -27.340 -0.4 0.4 0.0
O -12.144 -17.516 -26.951 -0.1 0.1 -0.2
H -12.510 -18.192 -26.381 -0.1 -0.2 0.1
H -11.248 -17.395 -26.635 0.2 0.1 0.0
O -15.637 -6.738 -29.499 0.2 0.2 0.0
H -15.644 -7.695 -29.533 0.0 -0.3 0.0
H -16.562 -6.491 -29.500 -0.2 0.1 0.0
O -16.508 -11.587 -32.258 -0.1 -0.1 -0.1
H -16.321 -11.287 -31.368 0.0 0.1 0.3
H -15.891 -11.104 -32.808 0.1 0.1 -0.2
O -19.542 -11.651 -25.541 0.2 0.0 -0.2
H -20.053 -10.853 -25.405 -0.1 0.2 0.0
H -19.731 -12.190 -24.773 0.0 -0.2 0.2
```
Forces are in eV/Å.

Summary:
Largest force on an atom in eV/A: 2.69
HOMO energy in eV: -10.33
ΔE to the lowest compared entry with this formula, charge and spin in kcal/mol: 33.6
Net charge: 0


2.
# C4H9N3

An isolated molecule of C4H9N3 in a non-equilibrium geometry (ωB97M-V/def2-TZVPD, the Open Molecules 2025 dataset).

Structure (XYZ):
```
16
Properties=species:S:1:pos:R:3:forces:R:3
H -2.673 -0.853 1.839 0.1 0.1 0.0
N -2.339 -0.086 1.261 0.1 -0.3 -0.8
C -1.150 -0.311 0.822 1.7 0.3 2.9
N -0.121 -1.156 1.485 -3.0 -1.5 0.9
C -0.273 0.471 0.011 2.0 -1.1 -0.2
C -0.645 1.396 -1.092 0.0 -0.1 -0.1
N 1.002 0.032 0.336 -0.5 1.9 -2.5
C 1.876 -0.285 -0.794 0.1 0.9 0.0
H -0.063 -1.122 2.503 -0.3 -0.4 -0.5
H 0.279 -1.956 1.001 -0.3 0.4 0.5
H -1.715 1.603 -1.033 0.1 0.0 0.0
H -0.103 2.347 -1.023 0.0 -0.2 0.0
H -0.425 0.965 -2.074 -0.1 0.0 0.0
H 2.773 -0.785 -0.426 -0.1 0.1 0.0
H 2.176 0.658 -1.262 0.2 -0.1 -0.3
H 1.401 -0.918 -1.554 -0.1 0.1 0.1
```
Forces are in eV/Å.

Summary:
Largest force on an atom in eV/A: 3.48
HOMO energy (spin up / spin down) in eV: -7.52 / -7.01
ΔE to the lowest compared entry with this formula, charge and spin in kcal/mol: 98.7
Net charge: 0


3.
# CH4O2

A 2-piece molecular cluster, CH4O2 overall in a non-equilibrium geometry (ωB97M-V/def2-TZVPD, the Open Molecules 2025 dataset).

Structure (XYZ):
```
7
Properties=species:S:1:pos:R:3:forces:R:3
C -0.388 1.146 -0.136 3.0 1.4 2.5
O -1.245 1.899 -0.389 -2.5 1.5 -0.6
H 0.320 1.407 0.784 -1.0 -1.2 -1.4
H -0.131 0.380 -0.827 0.5 -1.2 -0.7
O 0.476 -1.562 0.528 1.9 -1.6 -0.2
H 1.162 -2.171 0.037 -2.7 2.2 0.8
H -0.194 -1.099 0.003 0.8 -1.1 -0.4
```
Forces are in eV/Å.

Summary:
Largest force on an atom in eV/A: 4.16
HOMO energy in eV: -10.29
ΔE to the lowest compared entry with this formula, charge and spin in kcal/mol: 19.9
Net charge: 0


4.
# C25H31BCl2N9O3Tl

C25H31BCl2N9O3Tl as an isolated structure (ωB97M-V/def2-TZVPD, the Open Molecules 2025 dataset).

Structure (XYZ):
```
72
Properties=species:S:1:pos:R:3:forces:R:3
Tl -0.283 -0.925 1.587 -0.2 0.0 -0.2
C -1.846 3.391 -1.713 0.0 0.0 0.0
C -0.424 3.243 -1.278 0.1 0.0 0.0
C 0.391 4.166 -0.596 0.0 0.0 0.0
C 1.582 3.496 -0.400 0.0 0.0 0.1
C 2.813 3.916 0.330 0.0 0.0 0.0
N 1.457 2.273 -0.951 -0.1 -0.1 0.0
N 0.228 2.107 -1.486 0.0 0.1 -0.1
B 2.552 1.189 -0.936 0.1 0.1 0.0
N 2.340 0.109 -2.000 0.0 -0.1 0.0
N 1.347 -0.806 -1.901 0.0 0.0 0.0
C 1.490 -1.635 -2.922 0.0 0.0 0.0
C 0.573 -2.801 -3.113 0.0 0.0 0.0
C 2.591 -1.252 -3.711 0.0 0.0 0.0
C 3.106 -0.136 -3.084 0.0 0.0 0.0
C 4.285 0.692 -3.482 0.0 0.0 0.0
N 2.709 0.615 0.510 0.0 0.0 0.0
N 1.719 0.700 1.445 0.1 0.0 0.1
C 2.305 0.549 2.633 0.0 0.0 0.0
C 1.536 0.582 3.914 0.0 0.0 0.0
C 3.681 0.348 2.476 0.0 0.0 0.0
C 3.894 0.392 1.115 0.0 0.0 -0.1
C 5.168 0.193 0.364 0.0 0.0 0.0
H -2.029 4.373 -2.154 0.0 0.0 0.0
H -2.529 3.271 -0.868 0.0 0.0 0.0
H -2.084 2.628 -2.454 0.0 0.0 0.0
H 0.140 5.160 -0.260 0.0 0.0 0.0
H 2.654 4.893 0.785 0.0 0.0 0.0
H 3.677 3.975 -0.336 0.0 0.0 0.0
H 3.059 3.202 1.121 0.0 0.0 0.0
H 3.597 1.741 -1.190 0.0 0.0 -0.1
H -0.473 -2.518 -3.003 0.0 0.0 0.0
H 0.763 -3.578 -2.371 0.0 0.0 0.0
H 0.707 -3.235 -4.105 0.0 0.0 0.0
H 2.965 -1.726 -4.606 0.0 0.0 0.0
H 4.676 0.322 -4.431 0.0 0.0 0.0
H 5.084 0.643 -2.741 0.0 0.0 0.0
H 4.019 1.743 -3.603 0.0 0.0 0.0
H 0.650 1.209 3.825 0.0 0.0 0.0
H 2.169 0.976 4.711 0.0 0.0 0.0
H 1.199 -0.414 4.208 0.0 0.0 0.0
H 4.412 0.159 3.245 0.0 0.0 0.0
H 5.994 0.094 1.068 0.0 0.0 0.0
H 5.374 1.026 -0.309 0.0 0.0 0.0
H 5.120 -0.717 -0.238 0.0 0.0 0.0
N -1.349 -0.306 -0.526 0.2 0.1 0.2
C -2.242 -1.405 -0.867 0.0 -0.1 0.0
C -1.624 -2.780 -0.561 0.0 0.1 0.0
O -2.040 -3.770 -1.186 0.0 0.0 0.0
N -0.681 -2.734 0.355 0.1 -0.1 0.0
C 0.107 -3.885 0.693 0.0 0.0 0.0
C 1.407 -3.492 1.417 0.0 0.0 0.0
O 2.270 -4.359 1.546 0.0 0.0 0.0
O 1.499 -2.290 1.864 0.1 -0.1 0.1
H -0.545 -0.237 -1.152 0.0 0.0 0.0
H -1.800 0.596 -0.468 0.0 0.0 -0.1
H -3.162 -1.309 -0.284 0.0 0.0 0.0
H -2.522 -1.422 -1.925 0.0 0.0 0.0
H -0.431 -4.567 1.365 0.0 0.0 0.0
H 0.368 -4.468 -0.194 0.0 0.0 0.0
Cl -2.922 -1.381 5.689 0.0 0.0 0.0
C -2.897 0.196 4.927 0.0 0.0 0.0
C -3.636 1.191 5.513 0.0 0.0 0.0
C -3.667 2.478 4.971 0.0 0.0 0.0
C -2.920 2.698 3.823 0.0 0.0 0.0
C -2.179 1.692 3.238 0.0 0.0 0.0
Cl -1.285 2.136 1.794 0.0 0.0 0.0
C -2.093 0.332 3.720 0.0 -0.1 0.1
N -1.447 -0.719 3.287 0.0 0.1 0.1
H -4.195 0.954 6.411 0.0 0.0 0.0
H -4.247 3.269 5.428 0.0 0.0 0.0
H -2.901 3.677 3.359 0.0 0.0 0.0
```
Forces are in eV/Å.

Summary:
Largest force on an atom in eV/A: 0.32
HOMO energy in eV: -1.41
ΔE to the lowest compared entry with this formula, charge and spin in kcal/mol: 3.1
Net charge: -2


5.
# C64H47NO9

A 5-piece molecular cluster, C64H47NO9 overall in a non-equilibrium geometry (ωB97M-V/def2-TZVPD, the Open Molecules 2025 dataset).

Structure (XYZ):
```
121
Properties=species:S:1:pos:R:3:forces:R:3
C -1.292 6.484 2.874 -0.2 -0.5 -1.1
C -1.824 6.317 1.445 -0.3 0.0 0.3
C -2.939 5.257 1.285 0.2 0.6 0.6
C -2.749 4.005 2.153 0.0 -0.4 -0.6
C -4.299 5.902 1.540 -0.5 -0.2 -0.1
C -5.478 5.172 0.814 0.5 0.8 1.1
N -6.672 5.680 1.527 -0.4 -0.6 -0.8
C -6.211 5.475 2.885 2.0 3.5 -2.4
O -6.752 4.858 3.692 -2.0 -2.2 2.8
C -4.800 6.104 2.982 -0.2 -1.4 0.0
H -0.746 7.412 2.914 0.2 0.3 0.4
H -0.637 5.654 3.108 0.2 0.0 0.3
H -2.123 6.472 3.564 0.0 0.2 0.4
H -2.265 7.269 1.170 -0.1 0.3 -0.3
H -1.022 6.156 0.733 0.3 -0.2 0.0
H -2.938 4.938 0.246 0.0 0.0 -0.3
H -2.761 3.138 1.503 0.0 -0.4 -0.1
H -1.811 3.969 2.688 0.2 0.1 0.1
H -3.548 3.849 2.867 -0.1 0.1 0.2
H -4.357 6.901 1.114 0.5 0.2 -0.4
H -5.414 5.440 -0.228 -0.5 -0.2 -0.4
H -5.479 4.102 0.974 0.3 -0.4 -0.3
H -6.672 6.682 1.352 -0.3 0.1 0.1
H -4.781 7.139 3.292 -0.3 0.3 0.1
H -4.318 5.515 3.753 0.5 0.1 0.1
O -2.500 2.590 -2.687 0.0 -0.1 0.0
C -2.125 1.446 -2.837 -0.1 0.3 0.0
C -1.151 1.096 -3.908 0.0 -0.1 0.0
C -0.649 2.097 -4.731 0.1 0.1 -0.1
C 0.285 1.786 -5.707 0.0 -0.1 0.0
C 0.722 0.475 -5.865 0.0 0.1 0.0
C 0.214 -0.526 -5.057 0.0 0.0 -0.3
C -0.726 -0.222 -4.081 -0.1 0.1 0.0
C -1.266 -1.319 -3.233 0.1 -0.3 0.0
O -0.920 -2.470 -3.417 0.0 0.1 0.0
C -2.222 -0.969 -2.150 0.0 0.1 0.0
C -2.711 -1.972 -1.323 -0.1 -0.1 0.1
C -3.578 -1.655 -0.292 0.0 0.1 0.0
C -3.959 -0.334 -0.081 0.0 -0.1 0.0
C -3.483 0.668 -0.910 -0.1 0.0 0.2
C -2.618 0.356 -1.949 0.1 -0.1 -0.1
H -0.987 3.116 -4.604 -0.1 0.0 0.1
H 0.677 2.568 -6.345 0.0 0.0 0.0
H 1.460 0.236 -6.621 0.0 0.0 0.0
H 0.546 -1.546 -5.183 -0.1 -0.1 0.0
H -2.410 -2.998 -1.486 0.1 0.0 -0.1
H -3.956 -2.438 0.353 0.0 0.0 0.0
H -4.630 -0.087 0.732 0.0 0.0 0.0
H -3.783 1.694 -0.746 0.1 0.0 -0.1
O 6.928 -2.142 -0.814 0.0 0.0 -0.1
C 6.165 -2.634 -1.619 0.2 0.1 0.2
C 4.907 -1.934 -2.004 0.0 -0.1 -0.1
C 4.616 -0.695 -1.447 -0.1 0.2 0.0
C 3.464 -0.022 -1.822 0.0 -0.1 0.0
C 2.599 -0.581 -2.759 0.2 0.0 0.2
C 2.880 -1.822 -3.303 -0.2 0.1 0.0
C 4.028 -2.504 -2.925 0.1 0.0 0.1
C 4.296 -3.846 -3.509 -0.2 -0.1 -0.2
O 3.501 -4.359 -4.271 0.1 0.1 0.0
C 5.560 -4.538 -3.141 0.1 0.1 0.1
C 5.843 -5.778 -3.701 0.0 -0.1 -0.1
C 7.030 -6.419 -3.390 0.1 0.0 0.0
C 7.938 -5.824 -2.520 -0.1 0.0 0.0
C 7.654 -4.595 -1.950 0.1 -0.1 0.0
C 6.463 -3.949 -2.253 -0.1 0.0 -0.1
H 5.291 -0.260 -0.723 0.1 -0.1 0.0
H 3.240 0.944 -1.387 0.0 0.0 0.0
H 1.708 -0.050 -3.054 0.0 0.1 0.0
H 2.209 -2.266 -4.023 0.0 -0.1 0.0
H 5.137 -6.237 -4.380 -0.1 0.1 0.0
H 7.251 -7.383 -3.829 0.0 0.0 0.0
H 8.869 -6.324 -2.285 0.0 0.0 0.0
H 8.358 -4.134 -1.270 -0.1 0.1 0.0
O -2.637 -9.311 -5.043 0.1 0.0 0.0
C -1.432 -9.163 -5.028 -0.3 0.0 0.0
C -0.826 -7.816 -4.848 0.1 -0.1 0.0
C -1.656 -6.715 -4.673 0.0 0.1 0.0
C -1.106 -5.460 -4.468 0.0 -0.1 0.0
C 0.276 -5.301 -4.436 -0.1 0.0 0.0
C 1.108 -6.391 -4.625 0.1 0.1 0.0
C 0.562 -7.651 -4.837 -0.2 -0.1 0.0
C 1.470 -8.809 -5.056 0.3 0.1 0.0
O 2.675 -8.661 -5.099 -0.1 0.0 0.0
C 0.864 -10.161 -5.216 -0.1 0.0 0.0
C 1.694 -11.262 -5.387 0.1 -0.2 0.0
C 1.148 -12.528 -5.507 -0.1 0.0 0.0
C -0.231 -12.701 -5.457 0.1 0.0 0.0
C -1.063 -11.606 -5.299 0.0 -0.2 0.0
C -0.521 -10.332 -5.183 0.1 0.0 0.0
H -2.729 -6.843 -4.693 0.0 -0.1 0.0
H -1.749 -4.603 -4.327 0.0 0.0 0.0
H 0.703 -4.322 -4.263 0.0 0.0 0.0
H 2.181 -6.262 -4.606 0.0 -0.1 0.0
H 2.767 -11.125 -5.422 0.0 0.1 0.0
H 1.797 -13.384 -5.637 0.0 0.0 0.0
H -0.656 -13.693 -5.542 0.0 0.0 0.0
H -2.136 -11.738 -5.263 0.0 0.1 0.0
O -1.070 6.964 6.252 0.0 0.0 0.0
C -0.480 6.672 7.272 -0.1 0.1 -0.2
C 0.299 7.694 8.025 0.0 -0.1 0.1
C 0.330 9.003 7.561 0.0 0.2 0.0
C 1.020 9.971 8.269 0.0 0.0 0.1
C 1.683 9.637 9.446 0.0 0.0 -0.1
C 1.668 8.331 9.905 0.1 0.1 0.1
C 0.982 7.354 9.195 -0.1 0.0 -0.1
C 0.990 5.950 9.692 0.2 -0.1 0.3
O 1.627 5.644 10.679 0.0 0.0 -0.1
C 0.194 4.933 8.951 0.0 0.1 -0.1
C 0.159 3.625 9.417 0.0 -0.2 0.0
C -0.601 2.675 8.755 0.0 0.0 -0.1
C -1.330 3.028 7.624 0.0 0.0 0.0
C -1.289 4.327 7.148 -0.1 -0.1 -0.1
C -0.524 5.283 7.806 0.1 0.0 0.1
H -0.190 9.262 6.648 0.0 -0.1 0.0
H 1.040 10.991 7.908 0.0 0.0 0.0
H 2.212 10.397 10.004 0.0 0.0 0.0
H 2.186 8.067 10.817 0.0 -0.1 0.0
H 0.724 3.354 10.299 0.0 0.1 0.0
H -0.629 1.658 9.122 0.0 0.0 0.0
H -1.931 2.286 7.114 0.0 0.0 0.0
H -1.853 4.603 6.267 0.1 0.1 0.0
```
Forces are in eV/Å.

Summary:
Largest force on an atom in eV/A: 4.69
HOMO energy in eV: -9.47
Net charge: 0


6.
# C9H21N3PS

A 2-piece molecular cluster, C9H21N3PS overall in a non-equilibrium geometry (ωB97M-V/def2-TZVPD, the Open Molecules 2025 dataset).

Structure (XYZ):
```
35
Properties=species:S:1:pos:R:3:forces:R:3
N -0.553 -0.436 2.078 -1.5 0.3 1.5
C -1.907 -0.089 1.961 2.5 -0.4 0.1
N -2.281 0.943 1.213 -1.7 -0.1 0.4
C -3.687 1.045 1.324 0.5 -0.3 0.3
C -4.069 0.053 2.160 -1.4 -0.6 -0.6
P -5.759 -0.334 2.767 0.2 0.7 2.4
S -5.678 -0.304 4.716 0.1 -0.3 -0.4
N -2.936 -0.685 2.564 -0.4 1.5 -1.4
H -0.506 -1.088 2.866 0.5 -0.2 -0.4
H -0.076 0.403 2.419 0.4 -0.2 -0.5
H -1.670 1.537 0.665 0.0 -0.2 0.1
H -4.296 1.807 0.839 0.4 -0.3 0.1
H -6.559 0.758 2.332 0.3 -0.6 -0.8
H -6.235 -1.583 2.307 0.2 0.5 -0.7
H -2.904 -1.490 3.181 -0.1 0.3 0.0
C 4.633 -0.061 -2.773 -0.1 0.0 -0.1
C 3.293 0.664 -2.836 0.1 0.0 0.1
C 2.776 1.087 -1.461 -0.1 0.1 0.0
C 2.494 -0.066 -0.494 0.1 0.0 0.0
C 1.490 -1.103 -1.001 0.0 0.1 0.2
C 0.104 -0.522 -1.248 0.0 -0.1 -0.3
H 4.566 -0.986 -2.198 0.0 0.0 0.0
H 4.970 -0.321 -3.777 0.0 0.0 0.1
H 5.395 0.574 -2.316 0.0 0.0 0.0
H 2.557 0.033 -3.344 0.0 0.0 0.0
H 3.407 1.559 -3.453 -0.1 0.0 0.0
H 1.866 1.683 -1.594 0.0 0.0 0.0
H 3.505 1.757 -0.996 0.0 0.0 0.0
H 2.125 0.354 0.450 0.0 0.0 0.0
H 3.430 -0.574 -0.247 0.0 0.0 0.0
H 1.408 -1.900 -0.256 0.0 0.0 0.0
H 1.858 -1.576 -1.914 0.0 0.0 0.0
H -0.301 -0.093 -0.331 0.1 0.0 0.0
H -0.580 -1.302 -1.588 -0.1 0.1 0.0
H 0.121 0.256 -2.014 0.0 0.0 0.0
```
Forces are in eV/Å.

Summary:
Largest force on an atom in eV/A: 2.56
HOMO energy in eV: -12.12
ΔE to the lowest compared entry with this formula, charge and spin in kcal/mol: 14.8
Net charge: +1